This record from the Open Molecules 2025 dataset describes 14 unconnected molecules or ions with the total composition C76H200F12N30O18P10. The level of theory is ωB97M-V/def2-TZVPD.

```
346
Properties=species:S:1:pos:R:3:forces:R:3
O 8.142 1.465 0.577 -0.947 0.755 -0.143
P 7.186 2.098 -0.375 -1.686 0.991 -1.006
N 5.503 2.212 0.142 -0.483 -1.212 -1.085
C 4.331 2.388 -0.778 1.072 -1.192 -0.394
C 5.177 2.459 1.554 1.742 0.444 -0.750
N 7.063 1.265 -1.874 -0.925 1.584 1.130
C 7.911 1.490 -3.029 -0.443 0.221 0.632
C 6.593 -0.089 -1.767 0.652 -0.839 0.038
N 7.572 3.726 -0.757 -0.424 0.029 -1.286
C 8.425 4.551 0.154 -1.465 -1.213 -0.319
C 6.631 4.545 -1.638 0.418 -0.518 0.937
H 4.692 2.232 -1.795 0.141 0.914 -0.193
H 3.731 3.284 -0.618 0.525 0.487 -0.076
H 3.579 1.600 -0.775 0.044 -0.460 1.019
H 5.381 3.521 1.684 -0.220 0.270 0.767
H 5.919 1.884 2.108 -0.302 0.076 0.558
H 4.155 2.255 1.875 0.041 -0.378 -0.456
H 7.414 0.929 -3.819 0.420 0.195 -0.340
H 7.902 2.555 -3.263 0.420 -0.111 -0.126
H 8.907 1.096 -2.824 0.304 0.157 -0.445
H 7.320 -0.656 -1.185 -0.398 -0.220 0.694
H 5.562 -0.149 -1.418 0.168 -0.152 0.300
H 6.681 -0.635 -2.707 -0.410 0.487 -0.465
H 9.096 5.205 -0.404 0.215 -0.307 0.043
H 7.768 5.164 0.770 0.018 0.258 0.119
H 8.886 3.817 0.815 0.575 0.375 -0.099
H 7.121 5.484 -1.894 0.116 -0.068 0.118
H 5.672 4.769 -1.171 0.107 0.184 0.666
H 6.280 4.107 -2.573 0.716 -0.668 -0.059
O 1.168 1.382 -0.282 -1.480 -0.838 1.017
P 0.233 0.632 0.642 -1.719 -0.039 -1.489
N -0.788 1.689 1.525 1.353 -0.318 -0.261
C -0.762 3.112 1.129 0.454 -0.607 0.417
C -1.953 1.188 2.259 0.263 0.931 0.086
N 0.996 -0.476 1.633 -1.771 0.756 -0.654
C 1.193 -0.199 3.062 -0.422 -0.348 -1.502
C 2.069 -1.239 1.058 1.366 -0.121 -0.152
N -0.996 -0.330 -0.143 1.856 0.865 -0.038
C -1.712 -1.393 0.628 0.429 0.816 -1.587
C -1.699 0.261 -1.327 -0.365 -1.007 0.874
H 0.257 3.348 0.821 -0.100 0.028 0.030
H -1.014 3.750 1.977 -0.042 0.021 0.087
H -1.424 3.353 0.297 -0.244 -0.143 -0.024
H -2.004 1.715 3.211 0.145 -0.021 0.255
H -1.926 0.121 2.481 0.220 0.234 -0.247
H -2.899 1.439 1.780 -0.144 -0.228 -0.431
H 1.935 0.598 3.086 0.276 -0.153 1.012
H 0.234 0.112 3.477 0.207 0.115 0.267
H 1.483 -1.188 3.417 0.441 0.582 0.899
H 2.034 -1.529 0.008 -1.003 0.027 0.027
H 2.988 -0.654 1.063 0.413 0.154 0.334
H 2.243 -2.125 1.669 -0.025 -0.124 -0.017
H -1.779 -2.246 -0.046 -0.280 -0.307 0.185
H -1.145 -1.679 1.514 -0.029 0.127 -0.117
H -2.700 -1.006 0.876 -0.151 -0.409 0.238
H -2.237 1.195 -1.161 -0.036 0.220 0.582
H -2.465 -0.471 -1.583 -0.105 -0.046 -0.203
H -1.121 0.440 -2.234 0.550 -0.444 0.387
O -1.736 -5.245 -5.472 -0.392 0.693 -0.094
P -3.079 -4.860 -5.965 -2.155 0.603 -0.065
N -4.280 -6.072 -5.731 -0.867 0.649 0.527
C -4.278 -7.238 -6.590 -0.672 -0.488 0.044
C -4.889 -6.334 -4.336 1.289 0.445 -1.409
N -3.089 -4.472 -7.616 -1.812 -1.113 0.363
C -1.927 -3.866 -8.248 -0.313 0.044 0.733
C -4.391 -4.300 -8.344 0.806 -0.710 -0.329
N -3.823 -3.506 -5.184 1.223 0.036 0.645
C -5.139 -2.900 -5.532 0.192 -1.512 -0.308
C -3.314 -3.289 -3.808 -0.365 -1.050 -0.292
H -4.421 -6.978 -7.639 1.072 0.145 -0.136
H -5.173 -7.851 -6.487 -0.384 0.185 0.707
H -3.476 -7.930 -6.333 0.466 0.062 -0.656
H -5.676 -5.655 -4.010 0.067 0.372 -0.489
H -4.081 -6.276 -3.607 -0.095 -0.214 0.188
H -5.330 -7.331 -4.362 0.249 0.021 0.031
H -1.810 -4.197 -9.280 -0.067 -0.034 -0.002
H -2.056 -2.784 -8.201 0.239 0.288 -0.330
H -1.039 -4.124 -7.672 -0.021 -0.059 -0.104
H -4.431 -4.904 -9.250 0.707 -0.149 -0.367
H -5.268 -4.717 -7.849 0.307 0.528 0.737
H -4.552 -3.283 -8.701 -0.073 0.252 0.482
H -5.809 -2.650 -4.710 0.727 0.265 0.674
H -5.075 -2.040 -6.199 0.131 -0.067 0.080
H -5.729 -3.698 -5.983 -0.039 0.125 -0.570
H -3.412 -2.262 -3.456 0.030 -0.025 -0.204
H -2.294 -3.663 -3.725 0.160 0.490 -0.201
H -3.837 -3.977 -3.144 -0.372 0.353 0.542
O -1.826 -4.911 -1.063 0.014 0.610 0.987
P -1.712 -5.991 -0.062 1.046 -2.470 0.018
N -0.119 -6.166 0.634 -0.553 0.706 -1.167
C 0.547 -4.989 1.271 -0.965 -0.621 -1.168
C 0.408 -7.405 1.172 -0.580 -0.204 -0.011
N -1.992 -7.555 -0.762 -0.001 0.879 0.261
C -1.048 -8.100 -1.764 0.359 0.956 0.774
C -3.341 -8.055 -1.122 0.539 0.042 1.354
N -2.785 -5.929 1.259 0.224 1.117 -1.540
C -2.906 -7.029 2.162 -0.378 0.026 0.899
C -3.033 -4.585 1.819 -0.479 -0.347 -0.832
H -0.123 -4.651 2.062 0.678 0.311 0.456
H 0.730 -4.184 0.559 -0.358 0.087 -0.128
H 1.544 -5.305 1.577 -0.340 0.071 0.397
H 0.099 -8.264 0.578 0.231 0.095 -0.093
H 0.048 -7.606 2.181 0.009 0.002 0.407
H 1.493 -7.311 1.216 0.026 -0.297 -0.175
H -1.056 -9.182 -1.640 0.062 -0.044 -0.399
H -1.278 -7.760 -2.774 -0.403 -0.303 -0.166
H -0.039 -7.721 -1.604 0.046 -0.093 0.315
H -3.292 -9.126 -0.925 -0.142 -0.259 -0.429
H -4.105 -7.708 -0.427 0.030 0.435 -0.162
H -3.622 -7.864 -2.157 0.062 0.103 0.039
H -2.614 -7.969 1.693 0.072 0.123 0.213
H -2.395 -6.832 3.104 0.833 -0.279 0.038
H -3.929 -7.091 2.533 -0.448 -0.264 -0.424
H -2.142 -4.104 2.222 0.040 -0.039 0.253
H -3.826 -4.622 2.566 0.142 -0.230 0.180
H -3.430 -3.955 1.023 0.185 0.119 -0.064
O -6.664 0.788 -6.131 1.333 0.284 -0.157
P -5.287 1.271 -6.458 0.855 2.185 0.773
N -5.120 2.955 -6.190 -0.578 -0.372 -1.072
C -3.830 3.727 -6.237 -0.890 -1.326 0.371
C -6.349 3.717 -5.860 1.230 -0.820 0.615
N -4.761 1.049 -8.044 1.057 0.011 0.653
C -4.626 -0.322 -8.465 -0.334 -0.644 0.152
C -5.322 1.914 -9.055 0.377 0.602 -0.695
N -4.038 0.690 -5.484 0.220 -0.209 -1.547
C -2.663 0.451 -5.904 0.049 0.061 -0.039
C -4.221 0.751 -4.056 -0.830 -1.034 -0.937
H -3.636 4.060 -5.218 0.151 0.518 -0.183
H -3.813 4.538 -6.966 -0.407 0.204 0.175
H -2.978 3.104 -6.511 -0.199 -0.345 0.024
H -6.953 3.018 -5.282 -0.352 0.357 -0.017
H -6.939 4.100 -6.693 0.223 0.104 -0.206
H -5.986 4.511 -5.208 -0.480 0.316 0.003
H -4.038 -0.929 -7.776 -0.075 0.172 0.335
H -5.640 -0.720 -8.497 0.013 -0.731 -0.463
H -4.099 -0.424 -9.414 -0.263 0.273 -0.197
H -6.412 1.916 -9.050 -0.086 0.434 0.056
H -4.836 2.890 -9.049 -0.665 0.449 0.807
H -5.013 1.660 -10.069 -0.006 -1.019 0.042
H -2.505 0.823 -6.916 0.017 -0.344 -0.034
H -1.911 0.934 -5.280 -0.261 0.761 0.303
H -2.356 -0.587 -5.778 -0.334 -0.510 -0.456
H -5.300 0.733 -3.898 0.033 0.536 0.439
H -3.703 1.609 -3.627 -0.035 -0.114 0.383
H -3.908 -0.240 -3.728 0.494 0.306 0.817
O 0.520 4.555 8.963 0.868 -0.117 -2.175
P 1.165 4.529 7.595 -1.442 -0.386 -0.214
N 2.533 3.471 7.402 -1.526 0.031 -0.232
C 3.842 3.836 7.926 0.049 0.144 0.732
C 2.217 2.022 7.428 -0.112 -0.203 -0.847
N 1.568 6.063 7.073 0.936 0.376 -0.702
C 2.216 6.261 5.729 -0.548 -0.719 1.154
C 1.548 7.251 7.942 -0.460 -1.424 0.743
N 0.067 4.013 6.314 2.012 -0.214 0.443
C -1.367 4.244 6.398 0.331 -0.279 0.860
C 0.550 3.655 4.962 -0.425 -0.708 0.883
H 4.065 3.274 8.832 -0.065 -0.139 0.166
H 3.896 4.880 8.233 -0.264 0.120 -0.203
H 4.681 3.660 7.252 -0.248 -0.128 -0.443
H 3.035 1.378 7.103 0.605 0.534 -0.013
H 1.460 1.790 6.678 -0.258 0.282 0.044
H 1.867 1.553 8.347 -0.029 0.655 0.550
H 3.293 6.334 5.884 0.097 0.375 -0.270
H 2.036 5.406 5.076 0.070 0.116 0.275
H 1.786 7.118 5.210 0.150 0.233 0.238
H 0.764 7.947 7.646 0.428 0.341 -0.418
H 1.215 6.903 8.920 0.014 -0.071 0.097
H 2.538 7.673 8.116 -0.010 0.336 -0.463
H -1.715 3.642 7.237 -0.535 -0.113 -0.205
H -1.705 5.255 6.627 0.412 0.413 -0.172
H -1.813 3.946 5.449 -0.093 -0.126 0.221
H 0.107 2.720 4.619 -0.618 -0.223 0.047
H 1.597 3.354 4.989 0.173 0.772 -0.111
H 0.264 4.404 4.224 0.515 0.239 -0.137
O -9.050 -0.126 -1.599 0.922 0.787 1.035
P -8.110 0.307 -0.524 2.375 -0.377 -0.354
N -8.608 0.078 1.106 1.211 -1.063 -0.640
C -8.300 -1.180 1.873 0.923 0.994 -1.052
C -9.674 0.912 1.581 0.481 0.975 -0.400
N -7.523 1.926 -0.658 -1.350 0.213 2.159
C -7.170 2.469 -1.940 0.957 0.141 -0.553
C -6.708 2.522 0.465 -1.052 -0.707 -0.524
N -6.546 -0.463 -0.700 -1.015 0.343 2.287
C -6.137 -1.132 -1.896 0.128 0.172 0.084
C -5.553 -0.610 0.420 -1.300 0.344 -1.346
H -7.250 -1.072 2.146 -0.055 -0.464 0.208
H -8.405 -2.071 1.255 -0.202 -0.049 0.073
H -8.844 -1.281 2.812 -0.424 0.314 -0.423
H -10.619 0.656 1.103 -0.295 0.182 0.397
H -9.341 1.911 1.297 -0.754 0.397 -0.196
H -9.693 0.972 2.669 -0.261 -0.502 0.016
H -6.097 2.343 -2.082 0.291 -0.219 -0.240
H -7.643 2.039 -2.823 -0.420 -0.247 0.409
H -7.293 3.552 -1.971 -0.443 0.082 0.115
H -6.571 3.598 0.353 -0.298 0.074 -0.410
H -7.244 2.369 1.402 0.075 -0.080 0.047
H -5.705 2.113 0.584 0.124 -0.241 -0.312
H -6.719 -0.739 -2.730 0.037 -0.457 -0.155
H -5.083 -0.886 -2.027 0.109 0.084 -0.366
H -6.158 -2.218 -1.808 -0.376 -0.332 -0.239
H -5.656 -1.633 0.783 0.567 -0.074 0.357
H -5.689 0.122 1.216 -0.297 -0.268 -0.008
H -4.568 -0.412 -0.004 0.145 -0.239 -0.021
O 2.824 -2.651 4.392 -0.141 -0.214 0.530
P 2.806 -3.549 5.577 0.358 -0.678 0.284
N 1.211 -3.926 6.017 -0.345 -0.314 0.142
C 0.245 -3.991 4.918 -0.823 1.177 0.852
C 0.729 -4.560 7.291 1.243 1.650 -0.052
N 3.571 -2.904 7.034 -0.854 -1.410 -2.043
C 5.044 -2.967 7.217 -0.829 -1.046 -0.538
C 2.962 -1.694 7.566 0.445 0.414 0.452
N 3.471 -5.072 5.099 0.767 1.618 -0.038
C 3.074 -5.537 3.738 0.671 0.609 1.515
C 3.499 -6.121 6.110 0.263 0.909 -0.833
H 0.056 -4.976 4.492 0.434 -0.047 -0.259
H 0.407 -3.183 4.204 0.580 -0.546 -0.407
H -0.711 -3.667 5.330 -0.359 -0.188 0.255
H -0.245 -5.049 7.255 0.334 -0.307 -0.697
H 0.574 -3.730 7.980 -0.023 -0.016 0.369
H 1.520 -5.175 7.721 -0.358 -0.259 -0.012
H 5.436 -3.676 6.488 0.162 0.006 -0.012
H 5.556 -2.017 7.062 -0.220 0.106 0.033
H 5.246 -3.379 8.206 0.188 0.249 0.105
H 3.818 -1.083 7.853 -0.220 0.426 0.023
H 2.353 -1.109 6.877 0.041 -0.234 -0.333
H 2.384 -1.826 8.481 -0.140 -0.395 0.037
H 2.037 -5.843 3.871 -0.085 -0.377 -0.940
H 3.241 -4.756 2.997 -0.448 0.088 0.225
H 3.765 -6.338 3.476 -0.335 -0.337 0.027
H 2.502 -6.549 6.218 -0.122 -0.140 0.572
H 3.904 -5.571 6.959 -0.305 -0.861 0.669
H 4.177 -6.916 5.800 0.137 0.046 0.098
O -1.110 5.283 -5.164 1.752 -1.080 -0.583
P 0.199 4.562 -5.012 2.120 -0.111 1.540
N 1.598 5.614 -5.096 -3.695 0.592 -0.221
C 3.013 5.312 -4.832 -2.117 0.085 -0.762
C 1.299 7.089 -5.269 0.980 -1.168 0.368
N 0.598 3.307 -6.150 -2.179 0.671 0.080
C 1.725 2.422 -5.982 0.403 -0.003 -0.400
C 0.416 3.595 -7.600 0.088 0.841 0.505
N 0.414 3.798 -3.450 0.182 0.294 -1.114
C 1.010 4.487 -2.293 -0.801 0.740 -0.560
C -0.434 2.674 -3.029 0.743 -0.342 -0.986
H 3.380 5.210 -5.853 1.283 0.042 0.425
H 3.069 4.383 -4.265 0.349 0.099 -0.047
H 3.349 6.183 -4.269 0.797 -0.251 -0.061
H 0.300 7.379 -5.594 -0.154 -0.741 0.434
H 1.947 7.514 -6.036 0.383 -0.071 0.033
H 1.554 7.511 -4.297 -0.195 0.685 -0.073
H 1.737 1.761 -6.849 -0.213 -0.358 0.194
H 2.655 2.973 -6.118 0.423 -0.040 0.540
H 1.700 1.802 -5.086 0.054 0.378 0.126
H 1.071 4.412 -7.904 0.570 0.013 -0.123
H 0.674 2.709 -8.180 -0.177 0.060 0.099
H -0.552 3.976 -7.924 -0.392 -0.396 0.624
H 1.928 5.026 -2.528 0.057 -0.273 -0.025
H 0.297 5.236 -1.949 -0.062 0.327 0.302
H 1.145 3.801 -1.457 0.309 -0.245 -0.343
H 0.069 1.772 -3.377 -0.185 -0.414 -0.117
H -1.431 2.692 -3.469 -0.136 0.180 0.153
H -0.454 2.539 -1.947 -0.138 0.539 -0.110
O 8.596 -4.225 3.484 -0.392 0.235 -0.838
P 8.351 -3.530 2.194 0.563 1.206 -1.361
N 8.470 -4.497 0.777 -1.921 0.701 1.336
C 9.529 -5.463 0.652 0.329 0.657 0.412
C 7.563 -4.331 -0.381 1.524 -0.093 0.762
N 9.585 -2.370 1.892 -0.256 -0.999 0.915
C 9.905 -1.809 0.617 -0.781 0.067 -0.564
C 10.566 -1.999 2.911 -1.543 0.107 0.179
N 6.835 -2.699 2.119 1.413 -0.989 -0.252
C 5.639 -3.471 2.548 0.413 0.531 -0.385
C 6.540 -1.523 1.233 -0.518 -1.288 1.583
H 9.165 -6.372 0.173 0.162 -0.008 -0.101
H 9.920 -5.704 1.640 -0.116 -0.129 0.037
H 10.347 -4.988 0.112 0.350 -0.443 -0.444
H 7.927 -3.503 -0.989 -0.417 0.356 -0.218
H 6.536 -4.179 -0.048 0.046 -0.196 -0.350
H 7.747 -5.210 -0.999 -0.744 -0.157 -0.002
H 9.530 -0.786 0.625 0.234 0.300 -0.575
H 10.973 -1.823 0.403 0.197 0.008 0.201
H 9.431 -2.377 -0.183 -0.102 0.137 -0.063
H 10.729 -0.922 2.960 -0.128 0.260 -0.309
H 10.048 -2.250 3.836 0.970 -0.398 0.383
H 11.532 -2.455 2.696 0.018 -0.354 0.446
H 4.974 -3.664 1.706 -0.032 -0.146 -0.389
H 5.903 -4.432 2.988 0.222 0.156 0.062
H 5.032 -2.905 3.254 0.160 0.097 0.205
H 5.603 -1.200 1.688 -0.128 0.627 -0.312
H 6.320 -1.807 0.204 0.202 -0.066 0.004
H 7.267 -0.716 1.318 0.114 -0.256 -0.117
C 0.563 -2.234 -2.826 0.335 -1.010 0.989
C 0.670 -3.790 -2.800 0.547 1.497 0.047
O 2.041 -4.027 -3.237 2.492 -1.853 0.425
C 2.919 -4.862 -2.554 -3.124 0.481 1.756
O 2.660 -5.416 -1.491 0.878 1.048 -2.185
C 4.252 -5.082 -3.318 -0.802 0.841 0.800
F 4.016 -6.103 -4.142 0.774 -0.042 -0.102
F 4.562 -3.980 -4.017 0.339 -0.604 0.034
F 5.267 -5.358 -2.460 -0.887 0.033 -1.032
H 1.126 -1.792 -2.004 0.089 -0.162 0.218
H -0.467 -1.935 -2.634 -0.031 0.131 -0.586
H 1.062 -1.847 -3.714 -0.679 -0.006 -0.304
H 0.006 -4.194 -3.564 0.130 -0.391 0.157
H 0.512 -4.225 -1.813 -0.160 -0.010 -0.222
C 1.277 9.997 3.172 0.896 -0.598 2.183
C 1.413 9.663 1.751 -1.282 0.840 -0.209
O 2.166 8.470 1.504 -0.163 -0.516 -0.322
C 1.559 7.294 1.661 -2.391 -0.248 2.150
O 0.459 7.046 2.207 3.411 1.047 -2.027
C 2.479 6.125 1.193 -0.013 1.317 1.318
F 1.786 5.365 0.401 -0.386 -0.966 -1.019
F 3.584 6.558 0.615 0.308 0.130 -0.765
F 2.878 5.419 2.253 -0.207 -0.355 0.445
H 0.917 9.117 3.705 -0.601 0.352 0.254
H 0.711 10.912 3.347 -0.391 -0.319 -0.151
H 2.248 10.194 3.628 0.275 0.065 -0.100
H 1.871 10.564 1.342 0.376 -0.760 -1.054
H 0.395 9.524 1.387 0.175 -0.049 -0.588
C -3.740 4.327 3.091 -0.490 0.320 -0.141
C -3.760 5.340 1.972 0.002 0.169 0.387
O -3.684 4.661 0.694 -0.021 0.906 -1.580
C -3.637 5.396 -0.467 -0.053 1.728 1.395
O -3.426 6.588 -0.580 -0.300 -1.950 0.496
C -3.950 4.581 -1.735 -0.357 -2.801 0.363
F -5.161 4.866 -2.266 1.046 -0.081 0.742
F -3.036 4.725 -2.662 0.140 0.436 -0.097
F -3.930 3.202 -1.393 -0.292 1.918 -0.565
H -2.802 3.798 3.261 -0.163 0.021 -0.227
H -4.593 3.668 2.930 0.244 -0.453 0.191
H -3.976 4.942 3.960 0.114 -0.227 0.357
H -3.000 6.099 2.155 0.257 -0.073 -0.707
H -4.730 5.827 2.079 -0.050 0.203 -0.575
C -2.743 1.354 5.832 -0.323 1.291 -1.080
C -3.224 0.002 5.446 2.045 -1.165 2.239
O -4.596 -0.085 5.686 -1.396 -0.334 0.480
C -5.454 0.267 4.763 -0.030 0.120 1.100
O -5.208 0.472 3.629 0.316 0.539 -1.907
C -6.905 0.311 5.287 1.652 1.116 0.409
F -7.471 -0.727 4.781 -1.449 -2.622 -0.063
F -6.959 0.332 6.630 -0.363 -0.104 -0.526
F -7.554 1.343 4.785 -0.189 1.173 0.194
H -3.128 1.984 5.031 0.575 0.717 -0.029
H -1.658 1.393 5.931 -0.032 0.096 -0.316
H -3.172 1.778 6.740 -0.095 -0.599 0.187
H -2.817 -0.619 6.244 -0.034 -0.667 -0.198
H -2.817 -0.407 4.521 -0.685 0.341 -0.324
```
Forces are in eV/Å.

Results
- LUMO (eV) = 0.074
- total energy (eV) = -289119.8807
- HOMO-LUMO gap (eV) = 7.8
- HOMO energy (Ha) = -0.2823